one | C2H14N2O3 | ωB97M-V/def2-TZVPD

Summary:
HOMO energy, eV: -9.5021
M, Da: 114.14
LUMO energy, eV: 0.68
HOMO-LUMO gap, eV: 10.178

ORCA input file:
```
! RIJCOSX wB97M-V def2-TZVPD def2/J DEFGRID3
* xyz 0 1
C -0.5747 -1.8588 0.7460
C -0.5331 -1.0359 -0.5290
N 0.0273 -1.8256 -1.6107
N -1.1809 -1.1504 1.8966
H 0.4136 -2.1817 1.0669
H -1.1337 -2.7810 0.5032
H -0.0087 -0.0885 -0.3783
H -1.5772 -0.8036 -0.7834
H 0.0971 -1.2209 -2.4062
H 0.9941 -2.0219 -1.4251
H -0.9466 -1.6456 2.7498
H -2.1644 -0.9815 1.7751
H -0.0777 0.4115 1.8339
H 1.2994 0.9611 2.2619
O 0.4559 1.2498 1.8962
H 0.7677 2.1298 -1.9540
H -0.0732 2.2874 -3.2167
O 0.6811 1.7959 -2.8606
H 1.6499 3.5643 0.2421
H 0.7204 2.3104 0.4308
O 1.1637 2.8855 -0.2385
*
```

two | C2H14N2O3 | ωB97M-V/def2-TZVPD

Summary:
HOMO energy, eV: -9.4238
M, Da: 114.14
LUMO energy, eV: 0.67
HOMO-LUMO gap, eV: 10.090

ORCA input file:
```
! RIJCOSX wB97M-V def2-TZVPD def2/J DEFGRID3
* xyz 0 1
C -1.4332 1.2251 -0.2930
N -0.0461 1.5862 0.2527
C 0.3752 1.1427 1.6055
N 1.4967 0.2208 1.6843
H -1.4910 1.8219 -1.1949
H -2.1920 1.4957 0.4034
H -1.4639 0.1690 -0.3977
H 0.0826 2.5797 0.2650
H 0.7612 1.9574 2.2221
H -0.4179 0.6930 2.1426
H 2.1733 0.6639 1.0376
H 1.3001 -0.7365 1.2910
H 0.9481 0.3515 -0.9429
H 2.1889 -0.2856 -1.4500
O 1.2738 -0.0812 -1.7364
H -0.7550 -2.2452 -0.2581
H -1.3999 -2.2782 1.1259
O -0.5755 -1.9974 0.6783
H -1.0429 -1.8400 -2.1115
H 0.5456 -1.9657 -2.1319
O -0.3283 -2.4771 -2.1920
*
```

Of them, the most stable is one and the least stable is two.

one | CH3BrO3P | ωB97M-V/def2-TZVPD

Summary:
HOMO energy, eV: -4.5436
M, Da: 173.91
LUMO energy, eV: 3.66
HOMO-LUMO gap, eV: 8.208

ORCA input file:
```
! RIJCOSX wB97M-V def2-TZVPD def2/J DEFGRID3
* xyz -1 1
C 0.1890 0.0430 0.2815
O 1.5911 2.0805 -1.1881
O 2.3318 -1.8113 -0.0162
O 1.7528 2.1604 1.3725
P 1.5344 1.3642 0.1250
Br 3.2140 -0.3936 0.1228
H 0.5533 -0.9052 -0.1640
H 0.0293 -0.1617 1.2390
H -0.6839 0.4167 -0.3307
*
```

two | CH3BrO3P | ωB97M-V/def2-TZVPD

Summary:
HOMO energy, eV: -4.2801
M, Da: 173.91
LUMO energy, eV: 3.57
HOMO-LUMO gap, eV: 7.846

ORCA input file:
```
! RIJCOSX wB97M-V def2-TZVPD def2/J DEFGRID3
* xyz -1 1
C 0.9797 0.4026 0.0000
O -1.2801 1.6513 -0.0313
O -0.5180 -1.6003 1.1906
O -0.1728 -1.5853 -1.3814
P -0.3840 -0.8843 -0.1066
Br -2.4466 0.4206 0.1396
H 1.7466 -0.4156 0.3269
H 1.3713 0.8749 -0.8919
H 0.7039 1.1360 0.7543
*
```

Of them, the most stable is one and the least stable is two.

one | C5H7F | ωB97M-V/def2-TZVPD

Summary:
HOMO energy, eV: -8.8961
M, Da: 86.11
LUMO energy, eV: 1.06
HOMO-LUMO gap, eV: 9.957

ORCA input file:
```
! RIJCOSX wB97M-V def2-TZVPD def2/J DEFGRID3
* xyz 0 1
C -0.2946 -0.6776 -0.8146
C -0.3722 0.3969 0.2073
C 0.9324 -0.9445 -1.3159
C 0.4238 1.4124 -0.1975
C -0.9727 0.0590 1.4918
F 0.8065 2.3610 0.6915
H -1.0830 -1.1761 -1.3970
H 1.8580 -0.5430 -0.9592
H 1.0629 -1.7166 -2.0521
H 1.0046 1.4015 -1.1243
H -0.4489 -0.8001 1.8887
H -1.8614 -0.5261 1.3264
H -1.0554 0.7531 2.2550
*
```

two | C5H7F | ωB97M-V/def2-TZVPD

Summary:
HOMO energy, eV: -9.0407
M, Da: 86.11
LUMO energy, eV: 1.01
HOMO-LUMO gap, eV: 10.054

ORCA input file:
```
! RIJCOSX wB97M-V def2-TZVPD def2/J DEFGRID3
* xyz 0 1
C -1.8195 0.3991 -0.4358
C -0.3239 -0.1258 -0.3426
C 0.2779 -1.1947 -0.8567
C 0.6957 0.6243 0.4426
C 1.6698 0.2015 1.3187
H -2.4838 -0.3829 0.1445
H -1.8823 1.4056 -0.0131
H -2.1415 0.4400 -1.5308
H 1.3014 -1.5259 -0.7027
H -0.2840 -1.8919 -1.4837
H 2.3688 0.9629 1.7811
H 1.9053 -0.8914 1.5497
F 0.7160 1.9792 0.1287
*
```

three | C5H7F | ωB97M-V/def2-TZVPD

Summary:
HOMO energy, eV: -8.8386
M, Da: 86.11
LUMO energy, eV: 1.12
HOMO-LUMO gap, eV: 9.958

ORCA input file:
```
! RIJCOSX wB97M-V def2-TZVPD def2/J DEFGRID3
* xyz 0 1
C 1.7979 0.4379 0.3274
C 0.8825 1.0406 -0.4004
C -2.3332 0.9049 0.2607
C -1.0238 0.4079 -0.0730
C -0.8440 -1.0440 -0.2917
F -3.3470 0.0744 0.4628
H 1.4702 -0.0001 1.2128
H 2.7747 0.9406 0.2534
H 1.0223 1.5451 -1.3525
H -2.7220 2.0107 0.3309
H 0.0373 -1.3874 0.1647
H -0.8390 -1.2589 -1.3727
H -1.6758 -1.5869 0.0858
*
```

Of them, the most stable is two and the least stable is three.

one | C2H2F2S | ωB97M-V/def2-TZVPD

Summary:
HOMO energy (alpha / beta), eV: -9.7720 / -9.7769
M, Da: 96.10
LUMO energy (alpha / beta), eV: -2.33 / -2.36
HOMO-LUMO gap (alpha / beta), eV: 7.439 / 7.420

ORCA input file:
```
! RIJCOSX wB97M-V def2-TZVPD def2/J DEFGRID3
* xyz 0 1
C -1.2680 0.2800 -0.1263
C -0.0631 -0.3216 0.0900
F -2.3914 -0.2960 0.1315
F -0.2023 -1.5339 0.7109
S 2.5139 -0.2795 0.0880
H -1.4710 1.2360 -0.4481
H 2.8818 0.9150 -0.4461
*
```

two | C2H2F2S | ωB97M-V/def2-TZVPD

Summary:
HOMO energy (alpha / beta), eV: -8.4889 / -8.8718
M, Da: 96.10
LUMO energy (alpha / beta), eV: -1.12 / -0.80
HOMO-LUMO gap (alpha / beta), eV: 7.371 / 8.076

ORCA input file:
```
! RIJCOSX wB97M-V def2-TZVPD def2/J DEFGRID3
* xyz 0 1
C 0.9694 -0.0701 1.2336
C -1.2604 -0.0619 -1.3757
F 1.1997 -0.9196 2.2451
F -0.4853 0.3100 -2.3126
S -0.5296 -0.2958 0.4329
H 1.9558 0.2032 0.7735
H -1.8496 0.8343 -0.9968
*
```

Of them, the most stable is one and the least stable is two.

one | C7H34O11 | ωB97M-V/def2-TZVPD

Summary:
HOMO energy, eV: -8.9843
M, Da: 294.34
LUMO energy, eV: 0.33
HOMO-LUMO gap, eV: 9.315

ORCA input file:
```
! RIJCOSX wB97M-V def2-TZVPD def2/J DEFGRID3
* xyz 0 1
C -1.5861 1.5397 -1.8623
C -1.8704 0.6430 -3.0830
C -1.0027 -0.5958 -3.1436
C -0.2058 -0.8726 -4.1848
C 0.0323 -1.8920 -1.3368
C -1.0798 -1.4650 -1.9579
C -2.4917 -1.8742 -1.5497
H -0.5996 1.9591 -1.7303
H -1.8481 1.0790 -0.8602
H -2.2257 2.4153 -2.0106
H -2.8968 0.2597 -2.9550
H -1.7215 1.2588 -3.9425
H -0.0183 -0.2348 -5.0740
H 0.2398 -1.8788 -4.3789
H 0.9111 -1.6481 -1.8693
H 0.0136 -2.4931 -0.4536
H -2.8958 -2.3156 -2.3938
H -2.5590 -2.5030 -0.8125
H -3.0912 -1.0442 -1.3804
H 4.1271 0.0181 0.2452
H 4.2355 1.6333 0.1774
O 3.6621 0.8408 0.2821
H 2.6171 -3.5792 1.4177
H 2.1491 -2.1675 1.8483
O 2.3137 -2.7605 1.1519
H 1.9764 1.2621 -0.7119
H 0.9197 1.8687 -1.6810
O 1.3891 1.9447 -0.8050
H 1.8531 1.8463 1.3850
H 0.4962 1.9333 1.9844
O 1.4559 1.6684 2.1877
H 4.8658 -1.8063 -0.6459
H 4.1119 -1.7650 0.7076
O 4.9383 -1.4008 0.2683
H -0.7684 1.3269 2.7798
H -2.0496 1.9184 2.2416
O -1.2248 1.5397 2.0126
H -3.3056 2.3714 0.5884
H -1.9706 2.7861 0.4149
O -2.7727 3.0950 0.0843
H 3.4780 -0.1393 1.8609
H 2.1806 0.0324 2.4200
O 2.8441 -0.6300 2.3755
H -2.8433 -0.3550 1.2776
H -4.1421 -0.7404 0.3516
O -3.7682 -0.0834 0.9501
H -0.2563 -0.3055 2.0774
H -0.4472 -1.5514 1.3277
O -0.7112 -1.1233 2.1128
H -0.4815 -0.0209 4.9620
H 0.4326 1.1799 4.7930
O -0.4091 0.8254 4.5372
*
```

two | C7H34O11 | ωB97M-V/def2-TZVPD

Summary:
HOMO energy, eV: -9.2445
M, Da: 294.34
LUMO energy, eV: 0.09
HOMO-LUMO gap, eV: 9.330

ORCA input file:
```
! RIJCOSX wB97M-V def2-TZVPD def2/J DEFGRID3
* xyz 0 1
C 0.4153 -2.9745 -0.6791
C -0.0121 -1.8148 -1.5092
C -0.3327 -0.5247 -0.7818
C -1.2747 -0.4013 0.1386
C 1.3913 2.6308 -2.2476
C 0.4032 1.6733 -1.7951
C 0.6596 0.5989 -0.9497
H 0.8124 -3.8938 -1.3290
H -0.1025 -3.1432 0.2084
H 1.4774 -2.8812 -0.3966
H 0.7629 -1.7047 -2.2648
H -1.0320 -2.1529 -2.0503
H -2.0031 -1.0793 0.3069
H -1.2719 0.5378 0.7311
H 1.7850 3.2489 -1.3939
H 2.2442 2.1409 -2.6642
H 1.1035 3.3276 -2.9651
H -0.6305 1.8348 -2.2255
H 1.6108 0.6247 -0.3652
H -2.7407 -2.2493 -1.8106
H -3.4910 -3.2734 -0.9149
O -2.9419 -3.1490 -1.5030
H 0.2874 2.6522 0.7901
H 0.7300 3.1408 2.0680
O 1.0402 3.0472 1.1760
H -2.3067 2.7187 2.4875
H -1.3010 1.6888 2.2885
O -1.3961 2.6279 2.3107
H -2.8360 0.2702 -2.6380
H -2.2696 -0.2537 -4.0142
O -3.1035 -0.0662 -3.6196
H -0.0424 0.2593 -4.8776
H -0.3077 -0.9740 -4.1676
O -0.4957 -0.0412 -4.0636
H 3.1640 -1.8869 2.1674
H 3.1045 -1.0727 0.8885
O 3.6512 -1.6515 1.4122
H -1.1727 -2.8043 3.8718
H 0.2657 -2.6820 3.3520
O -0.4201 -3.3357 3.4825
H 3.7874 1.7055 2.0386
H 2.2333 1.5681 2.5719
O 2.9515 1.1544 2.1492
H 0.2805 0.3186 4.2961
H 0.6726 1.8481 4.3183
O 0.0668 1.2225 3.8425
H -2.8462 1.6003 -0.8083
H -1.3040 2.1359 -0.5425
O -2.1450 1.8925 -0.0499
H 0.3433 -1.0361 1.5597
H 1.6345 -0.4569 1.9228
O 0.9013 -0.9651 2.2474
*
```

Of them, the most stable is one and the least stable is two.

one | C6H16N | ωB97M-V/def2-TZVPD

Summary:
HOMO energy, eV: -14.3778
M, Da: 102.20
LUMO energy, eV: -3.62
HOMO-LUMO gap, eV: 10.762

ORCA input file:
```
! RIJCOSX wB97M-V def2-TZVPD def2/J DEFGRID3
* xyz 1 1
C -3.1284 0.1571 -0.0310
C -1.9996 -0.7523 -0.4302
C -0.6543 -0.6019 0.3040
C -0.0781 0.7969 -0.0411
C 1.3390 1.1592 0.4649
C 2.2520 -0.0342 0.7047
N 2.5607 -0.6018 -0.6978
H -4.0230 -0.1381 -0.5776
H -3.3662 0.0182 1.0325
H -2.9750 1.2369 -0.1175
H -1.7940 -0.7019 -1.5143
H -2.3034 -1.8065 -0.3464
H -0.6324 -0.7779 1.3918
H 0.0252 -1.4010 -0.0011
H -0.2090 0.8413 -1.1284
H -0.7639 1.5399 0.3655
H 1.7655 1.9569 -0.1585
H 1.1813 1.6672 1.4210
H 1.7293 -0.7912 1.2829
H 3.1839 0.2671 1.1777
H 1.7474 -0.3094 -1.2314
H 3.4005 -0.1272 -1.0302
H 2.7426 -1.5973 -0.8394
*
```

two | C6H16N | ωB97M-V/def2-TZVPD

Summary:
HOMO energy, eV: -15.2862
M, Da: 102.20
LUMO energy, eV: -3.40
HOMO-LUMO gap, eV: 11.886

ORCA input file:
```
! RIJCOSX wB97M-V def2-TZVPD def2/J DEFGRID3
* xyz 1 1
C -0.9174 0.8074 -2.3051
C -0.5175 0.6127 -0.8531
C 0.5146 -0.5148 -0.6974
C 1.1795 -0.6085 0.6824
C 1.4597 0.7556 1.3511
C 0.4462 -1.5387 1.6548
N -1.7209 0.3807 0.0424
H -1.8247 1.3873 -2.4639
H -1.0616 -0.1596 -2.8140
H -0.0774 1.2502 -2.8248
H -0.0236 1.4990 -0.5112
H 0.0404 -1.4629 -0.9763
H 1.2962 -0.2044 -1.3734
H 2.1404 -1.0864 0.5536
H 0.5481 1.2390 1.7168
H 2.0612 0.5653 2.2341
H 2.0304 1.4450 0.7497
H 0.8911 -1.5262 2.6390
H 0.4144 -2.5250 1.2228
H -0.5941 -1.2198 1.8661
H -2.0986 1.2429 0.4666
H -1.4071 -0.2054 0.8338
H -2.4546 -0.1079 -0.4367
*
```

Of them, the most stable is two and the least stable is one.

one | H2NO2S | ωB97M-V/def2-TZVPD

Summary:
HOMO energy (alpha / beta), eV: -3.1681 / -3.2075
M, Da: 80.09
LUMO energy (alpha / beta), eV: 3.14 / 3.15
HOMO-LUMO gap (alpha / beta), eV: 6.307 / 6.359

ORCA input file:
```
! RIJCOSX wB97M-V def2-TZVPD def2/J DEFGRID3
* xyz -1 1
N 2.1264 -0.2936 0.4928
O -1.1785 1.7854 0.1465
O -1.6191 -0.7756 0.0412
S -0.6733 0.3546 -0.0070
H 1.7768 -1.1872 0.9071
H -0.4324 0.1164 -1.5807
*
```

two | H2NO2S | ωB97M-V/def2-TZVPD

Summary:
HOMO energy, eV: -3.5398
M, Da: 80.09
LUMO energy, eV: 4.31
HOMO-LUMO gap, eV: 7.847

ORCA input file:
```
! RIJCOSX wB97M-V def2-TZVPD def2/J DEFGRID3
* xyz -1 1
N 0.9979 0.0877 -0.3892
O -1.4531 0.8507 0.4853
O -1.1181 -1.6525 0.1921
S -1.0063 -0.2495 -0.4073
H 1.2368 1.1961 -0.3911
H 1.3428 -0.2324 0.5102
*
```

Of them, the most stable is two and the least stable is one.

one | C5H14N3P | ωB97M-V/def2-TZVPD

Summary:
HOMO energy, eV: -8.5950
M, Da: 147.16
LUMO energy, eV: 0.81
HOMO-LUMO gap, eV: 9.403

ORCA input file:
```
! RIJCOSX wB97M-V def2-TZVPD def2/J DEFGRID3
* xyz 0 1
C -0.1342 2.2151 -1.4549
C -2.2002 0.9885 -1.3982
C 1.4284 -0.7799 2.6702
C 0.1271 -0.1764 -0.5952
C -0.8055 1.1675 -0.6448
N 0.9928 2.1413 -1.9846
N 0.1935 -3.3563 1.4386
N -0.2614 -1.2010 0.2751
P 0.8358 -1.9161 1.2918
H -0.7427 3.1212 -1.8941
H -2.7898 1.9749 -1.4074
H -2.0095 0.4857 -2.4261
H -2.7153 0.2648 -0.7494
H 0.6442 -0.8175 3.4887
H 2.3753 -1.1064 3.1047
H 1.6533 0.2460 2.3344
H 0.1754 -0.4546 -1.6700
H 1.1515 0.2178 -0.3209
H -1.0014 1.4882 0.3956
H 1.1994 2.8531 -2.6610
H 0.7306 -3.7991 2.1228
H -1.1069 -1.7555 0.1606
H 2.2596 -1.8014 -0.0758
*
```

two | C5H14N3P | ωB97M-V/def2-TZVPD

Summary:
HOMO energy (alpha / beta), eV: -8.1799 / -6.7848
M, Da: 147.16
LUMO energy (alpha / beta), eV: 0.76 / 0.70
HOMO-LUMO gap (alpha / beta), eV: 8.939 / 7.482

ORCA input file:
```
! RIJCOSX wB97M-V def2-TZVPD def2/J DEFGRID3
* xyz 0 1
C 0.2436 2.0225 0.6996
C 1.2368 0.8470 0.7619
C -1.0795 1.5922 0.0661
C 2.1994 -0.6871 -0.9185
C -2.6484 -0.6134 -0.7973
N 1.0348 -0.0592 -0.3481
N -0.0479 -0.7787 -0.3778
N 0.4881 -2.4015 1.0867
P -1.3828 -0.2088 0.4925
H 0.0729 2.3794 1.7166
H 0.6761 2.8447 0.1254
H 2.2654 1.2086 0.7531
H 1.0631 0.2677 1.6800
H -1.9099 2.1990 0.4335
H -1.0357 1.6843 -1.0251
H 2.6940 -1.3069 -0.1656
H 1.8730 -1.3290 -1.7349
H 2.8864 0.0701 -1.2903
H -2.7815 -1.6930 -0.8218
H -2.3310 -0.2646 -1.7768
H -3.5940 -0.1490 -0.5211
H 0.4738 -3.1311 0.3755
H -0.3967 -2.4934 1.5863
*
```

three | C5H14N3P | ωB97M-V/def2-TZVPD

Summary:
HOMO energy, eV: -8.9140
M, Da: 147.16
LUMO energy, eV: 0.86
HOMO-LUMO gap, eV: 9.773

ORCA input file:
```
! RIJCOSX wB97M-V def2-TZVPD def2/J DEFGRID3
* xyz 0 1
C -2.4077 0.3925 1.4513
C -1.6702 -1.1195 -0.3817
C 2.7105 1.3070 -1.5113
C -0.2261 0.6658 0.5541
C -1.2716 -0.4096 0.8920
N -2.7800 0.1638 2.5740
N 2.8466 -1.4707 -0.9950
N 1.1252 -0.0372 0.3627
P 1.8832 -0.2520 -1.1053
H -2.8245 0.9642 0.6907
H -1.7978 -0.2030 -1.1240
H -0.7759 -1.7639 -0.6173
H -2.5406 -1.8443 -0.3811
H 3.4858 1.5152 -0.8807
H 3.1247 1.2965 -2.5083
H 1.7797 1.9608 -1.3852
H -0.2750 1.3061 -0.2720
H -0.1045 1.1955 1.5188
H -0.9067 -1.0647 1.6827
H -3.5334 0.6380 3.0071
H 2.3954 -2.3936 -0.7541
H 1.1110 -0.8556 1.0431
H 0.6521 0.0088 -1.8604
*
```

Of them, the most stable is three and the least stable is two.

one | C4H13N4O | ωB97M-V/def2-TZVPD

Summary:
HOMO energy, eV: -13.4913
M, Da: 133.18
LUMO energy, eV: -2.52
HOMO-LUMO gap, eV: 10.975

ORCA input file:
```
! RIJCOSX wB97M-V def2-TZVPD def2/J DEFGRID3
* xyz 1 1
C 0.0126 -0.9664 4.1604
C 0.1255 -0.3401 1.8237
N 0.6097 -0.5493 0.5883
N 0.6674 -0.8902 2.9056
N -0.9211 0.5987 1.9829
H 1.6517 -0.6782 0.4474
H 0.0378 -0.0460 -0.2982
H 1.2726 -1.7800 2.6826
H -1.4943 0.6794 2.7403
H -1.4567 0.9194 1.1810
H -0.2020 0.0618 4.3779
H 0.5870 -1.3454 4.8646
H -0.8477 -1.6710 4.2398
C -0.7507 -0.1972 -3.8275
C 0.2176 0.7052 -3.0243
O 0.3772 0.6930 -1.7775
N 0.8945 1.7234 -3.5771
H 1.5108 2.2880 -2.8503
H 0.9641 1.9300 -4.5610
H -0.3071 -0.7047 -4.6487
H -1.5304 0.2417 -4.4342
H -1.4182 -0.6720 -2.9955
*
```

two | C4H13N4O | ωB97M-V/def2-TZVPD

Summary:
HOMO energy, eV: -13.6146
M, Da: 133.18
LUMO energy, eV: -2.54
HOMO-LUMO gap, eV: 11.072

ORCA input file:
```
! RIJCOSX wB97M-V def2-TZVPD def2/J DEFGRID3
* xyz 1 1
C 3.3000 -1.0383 -1.5922
C 2.2251 -0.1042 -1.9257
O 1.2738 0.1157 -1.1653
N 2.3760 0.5739 -3.0761
H 3.7719 -0.8737 -0.6092
H 4.1105 -0.9437 -2.3268
H 1.7190 1.2178 -3.4847
H 3.1362 0.3557 -3.6976
H 3.1248 -2.0965 -1.4386
C -3.4193 0.2595 2.4796
C -1.3628 0.2106 1.2202
N -0.0571 0.5999 1.0750
N -1.9787 0.5113 2.3588
N -1.9668 -0.0604 0.0564
H 0.5323 0.2383 1.8298
H 0.4419 0.1663 0.2729
H -1.4819 0.7494 3.2007
H -2.9457 -0.2791 -0.0105
H -1.4099 -0.2491 -0.7639
H -3.9984 0.2700 1.5548
H -3.8654 1.0675 3.0421
H -3.5257 -0.6912 3.0003
*
```

Of them, the most stable is two and the least stable is one.